1.
The following is a DFT calculation (wB97M-V/def2-TZVPD) of C52H42ClIN7O3P2SSeTi as an isolated structure.

```
111
Properties=species:S:1:pos:R:3:forces:R:3
Ti 1.2464 0.8192 0.1245 -0.1 -0.6 -0.6
C -0.6405 0.0282 -3.4613 -0.1 0.0 0.0
N -1.7530 -0.6007 -2.8051 0.2 -0.1 0.3
C -2.3057 0.2278 -1.7666 -0.1 0.1 -0.2
P -1.4522 0.3230 -0.1204 -0.1 -0.3 0.2
C -2.7076 1.4502 0.5825 0.1 0.1 0.0
C -3.9901 0.9998 0.8963 0.0 0.0 0.0
C -4.9702 1.9032 1.2852 0.0 0.0 0.0
C -4.6858 3.2611 1.3428 0.0 0.0 0.0
C -3.4188 3.7157 1.0065 0.0 0.0 0.0
C -2.4348 2.8134 0.6322 0.0 0.0 0.0
C -1.7560 -1.3129 0.6273 0.0 0.1 0.0
C -2.2077 -1.4201 1.9394 -0.1 0.0 0.0
C -2.3465 -2.6595 2.5446 0.0 0.0 0.0
C -2.0303 -3.8132 1.8400 0.0 0.0 0.0
C -1.5580 -3.7176 0.5373 0.0 0.1 0.0
C -1.4115 -2.4737 -0.0623 0.0 -0.1 0.0
C -2.5279 -1.6061 -3.4182 0.0 0.1 -0.1
C -3.5135 -2.2826 -2.6909 0.0 -0.1 0.0
C -4.2623 -3.2902 -3.2802 0.0 0.0 0.0
C -4.0468 -3.6636 -4.5991 0.0 0.0 0.0
C -3.0722 -2.9959 -5.3241 0.0 0.0 0.0
C -2.3243 -1.9748 -4.7504 -0.1 -0.1 -0.1
P 0.9317 0.1240 -2.4861 0.2 0.0 -0.1
C 1.7484 1.2942 -3.6117 0.0 0.1 0.0
C 1.4271 2.6406 -3.4446 0.0 0.0 0.0
C 1.8960 3.5908 -4.3361 0.0 0.0 0.0
C 2.6975 3.2032 -5.4009 0.0 0.0 0.0
C 3.0212 1.8648 -5.5723 0.0 0.0 0.0
C 2.5441 0.9066 -4.6851 0.0 0.1 0.0
C 1.7029 -1.4981 -2.7953 0.1 0.1 -0.1
C 3.0951 -1.6376 -2.7868 0.0 -0.1 0.0
C 3.6795 -2.8722 -3.0285 0.0 0.0 0.0
C 2.8865 -3.9892 -3.2682 0.0 0.0 0.0
C 1.5053 -3.8590 -3.2835 0.0 0.1 0.0
C 0.9168 -2.6175 -3.0597 -0.1 -0.1 0.0
H -0.8716 1.0690 -3.7179 0.0 0.0 -0.1
H -0.3630 -0.4752 -4.3827 0.0 0.0 0.0
H -3.3302 -0.0521 -1.5420 -0.1 0.0 0.0
H -2.3399 1.2759 -2.0988 0.0 0.0 0.0
H -4.2367 -0.0535 0.8393 0.0 0.0 0.0
H -5.9609 1.5435 1.5336 0.0 0.0 0.0
H -5.4530 3.9625 1.6454 0.0 0.0 0.0
H -3.1889 4.7733 1.0442 0.0 0.0 0.0
H -1.4434 3.1710 0.3962 0.0 0.0 0.0
H -2.4611 -0.5277 2.4888 0.0 0.0 0.0
H -2.6938 -2.7170 3.5693 0.0 0.0 0.0
H -2.1482 -4.7843 2.3048 0.0 0.0 0.0
H -1.3003 -4.6117 -0.0173 0.0 0.0 0.0
H -1.0211 -2.4123 -1.0700 0.0 0.0 0.0
H -3.6911 -2.0462 -1.6507 0.0 0.0 0.0
H -5.0186 -3.7926 -2.6892 0.0 0.0 0.0
H -4.6304 -4.4535 -5.0529 0.0 0.0 0.0
H -2.8941 -3.2541 -6.3607 0.0 0.0 0.0
H -1.6030 -1.4600 -5.3695 0.0 0.0 0.0
H 0.8173 2.9550 -2.6052 0.0 0.0 0.0
H 1.6465 4.6343 -4.1881 0.0 0.0 0.0
H 3.0727 3.9439 -6.0957 0.0 0.0 0.0
H 3.6477 1.5601 -6.4011 0.0 0.0 0.0
H 2.7971 -0.1343 -4.8408 0.0 0.0 0.0
H 3.7248 -0.7812 -2.5992 0.0 0.0 0.0
H 4.7591 -2.9605 -3.0312 0.0 0.0 0.0
H 3.3457 -4.9515 -3.4584 0.0 0.0 0.0
H 0.8772 -4.7179 -3.4845 0.0 0.0 0.0
H -0.1643 -2.5426 -3.1023 0.1 0.0 0.0
Cl 3.8793 6.8058 2.4112 0.0 -0.1 0.0
C 2.9628 5.5617 1.6330 0.1 0.0 0.1
C 1.9697 5.9032 0.7683 -0.1 0.0 -0.1
C 1.2007 4.9059 0.1147 0.0 0.3 -0.1
I -0.2439 5.5012 -1.2525 0.0 0.0 0.0
C 1.4441 3.5910 0.3632 -0.3 -0.4 -0.4
O 0.7737 2.5376 -0.2031 0.2 0.9 0.5
C 2.4848 3.2414 1.2456 0.1 -0.3 0.1
N 2.6930 1.9084 1.3876 -0.4 0.4 0.0
C 3.6604 1.4891 2.1643 0.0 0.0 0.0
C 4.4948 2.3776 2.8566 0.0 -0.1 0.0
C 4.2925 3.7235 2.7327 0.0 0.1 0.0
C 3.2623 4.1983 1.8960 0.2 0.1 0.1
H 1.7684 6.9471 0.5718 0.0 0.0 0.0
H 3.7896 0.4170 2.2516 0.0 0.0 0.0
H 5.2813 1.9852 3.4851 0.0 0.0 0.0
H 4.9196 4.4303 3.2594 0.0 0.0 0.0
N -2.1655 -2.0695 7.6569 0.0 0.0 -0.1
C -1.5822 -1.3502 6.6442 0.0 -0.1 0.1
C -0.2034 -1.4632 6.3961 0.0 0.0 0.0
C 0.3810 -0.7738 5.3612 -0.1 0.2 -0.1
C -0.4071 0.0313 4.5361 -0.3 -0.2 0.1
C -1.7679 0.1778 4.7906 0.0 -0.1 0.1
C -2.3537 -0.5094 5.8345 0.0 0.0 0.0
S 0.2886 1.0392 3.3088 0.4 -0.4 0.0
O -0.7396 1.8728 2.7545 0.1 0.2 -0.1
O 1.4425 1.6581 3.8948 0.2 0.0 -0.1
N 0.7885 0.1236 1.9773 -0.3 -0.5 0.6
C 1.1429 -1.2031 1.8660 -0.1 0.7 0.3
N 1.1028 -2.0913 2.8416 0.1 -0.3 0.0
C 1.4800 -3.3250 2.5113 0.0 0.0 0.1
C 1.9182 -3.6792 1.2450 0.0 -0.1 0.1
C 1.9416 -2.6755 0.3017 0.0 0.2 -0.1
N 1.5524 -1.4376 0.6006 -0.1 0.2 -0.1
H -1.5758 -2.4819 8.3576 0.0 0.0 0.0
H -3.0839 -1.8068 7.9675 0.0 0.0 0.0
H 0.4040 -2.0895 7.0399 0.0 0.0 0.0
H 1.4465 -0.8498 5.1956 0.0 0.0 0.0
H -2.3569 0.8543 4.1838 0.0 0.0 0.0
H -3.4109 -0.3846 6.0404 0.0 0.0 0.0
H 1.4326 -4.0618 3.3071 0.0 0.0 0.0
H 2.2288 -4.6843 1.0026 0.0 0.0 0.0
H 2.2735 -2.8556 -0.7093 0.0 0.0 -0.1
Se 4.7610 2.9429 -1.8365 -0.1 -0.1 0.1
C 3.6976 1.6907 -1.2662 0.2 -0.1 -0.1
N 2.9742 0.8360 -0.8738 0.4 0.0 -0.2
```
Positions in Å, forces in eV/Å.

Properties
lowest unoccupied orbital energy: -3.34 eV
HOMO: -10.069 eV
total charge: +1

***

2.
The following is a DFT calculation (wB97M-V/def2-TZVPD) of C52H43ClGeN5OSbSc as an isolated structure.

```
105
Properties=species:S:1:pos:R:3:forces:R:3
Sc 0.0975 -0.1778 0.2373 0.5 -0.4 0.7
C -1.6293 -2.8716 -1.9329 0.3 0.1 -0.2
C -2.4929 -2.0490 -1.0453 -0.3 0.0 -0.1
C -3.8714 -2.2688 -1.0243 0.2 0.0 -0.1
C -4.6459 -1.6659 -0.0626 0.0 0.1 0.1
C -4.0108 -0.9393 0.9423 0.1 0.0 -0.1
C -2.6400 -0.7533 0.8666 -0.2 0.1 0.0
N -1.9262 -1.1953 -0.1836 0.2 0.0 0.3
Sb -1.9541 0.0359 2.8033 -0.2 0.0 0.1
C -2.1797 1.9732 1.9532 0.0 0.1 0.1
C -3.1000 2.8882 2.4167 0.1 0.0 0.0
C -3.1927 4.1254 1.7875 0.0 0.0 0.0
C -2.3530 4.3703 0.7308 0.0 0.0 0.0
C -1.4463 3.3932 0.3131 -0.1 0.1 0.0
C -0.5650 3.7086 -0.8374 0.1 0.0 -0.2
N -1.3476 2.1997 0.9089 -0.1 -0.1 0.0
C 0.1503 0.5011 3.1097 0.0 0.0 0.2
C 0.3523 0.8869 4.4268 0.1 0.0 -0.1
C 1.6547 1.0840 4.8698 -0.2 0.0 0.0
C 2.6921 0.8176 4.0052 0.0 0.0 -0.1
C 2.4270 0.4330 2.6922 0.0 0.2 0.1
C 3.5652 0.0629 1.7932 0.0 -0.1 -0.1
N 1.1625 0.3534 2.2461 -0.3 -0.1 -0.1
H -1.6225 -3.8875 -1.5320 0.0 -0.1 0.0
H -0.6029 -2.5036 -1.9565 -0.2 0.0 0.0
H -2.0131 -2.9134 -2.9490 0.0 0.0 -0.1
H -4.3048 -2.9372 -1.7518 0.0 -0.1 -0.1
H -5.7148 -1.8180 -0.0389 -0.1 0.0 0.0
H -4.5816 -0.5645 1.7840 0.0 0.0 0.0
H -3.7331 2.6479 3.2584 0.0 0.0 0.0
H -3.9041 4.8680 2.1189 0.0 0.0 0.0
H -2.3869 5.3095 0.1987 0.0 0.1 0.0
H -1.1449 4.1663 -1.6393 0.0 0.0 0.0
H -0.0992 2.8057 -1.2252 0.0 0.1 0.0
H 0.2153 4.4123 -0.5436 0.0 0.1 0.0
H -0.4796 1.0074 5.1100 0.0 0.0 0.0
H 1.8491 1.3906 5.8872 0.0 0.0 0.1
H 3.7184 0.8815 4.3366 0.0 0.0 0.0
H 4.3889 -0.3133 2.3961 0.0 0.0 0.0
H 3.9379 0.9226 1.2337 0.0 0.0 0.0
H 3.2736 -0.7159 1.0861 0.0 0.1 0.1
Cl 0.4119 -7.5739 0.8671 0.0 0.0 0.0
C 0.2859 -5.8579 1.0120 0.1 0.1 -0.1
C -0.5492 -5.3045 1.9940 0.0 0.0 -0.1
C -0.6613 -3.9425 2.1415 0.1 0.0 -0.1
C 0.0476 -3.0737 1.2925 -0.1 0.1 0.0
O -0.0270 -1.7743 1.4517 0.2 -0.1 0.0
C 0.8768 -3.6332 0.2946 0.1 0.0 -0.1
C 1.6680 -2.8216 -0.5750 0.0 -0.1 0.0
N 1.5433 -1.5442 -0.7852 0.0 0.0 -0.2
C 2.5254 -0.9227 -1.6174 -0.1 0.0 0.1
C 3.3031 -1.5518 -2.5519 0.1 0.1 -0.1
C 4.3508 -0.8588 -3.1981 -0.1 0.1 0.1
C 4.6163 0.4462 -2.8953 -0.1 0.0 0.0
C 3.8074 1.1322 -1.9579 0.0 0.0 0.0
C 4.0369 2.4709 -1.5626 0.0 -0.1 0.0
C 3.2351 3.0468 -0.6172 -0.2 -0.2 0.1
C 2.1582 2.3007 -0.1022 0.1 0.1 -0.1
N 1.8956 1.0617 -0.4688 -0.2 0.1 -0.1
C 2.7350 0.4523 -1.3556 0.0 0.0 -0.1
C 1.0066 -5.0344 0.1840 -0.2 0.0 0.3
H -1.0999 -5.9677 2.6451 0.0 0.0 0.0
H -1.2919 -3.5247 2.9151 0.0 0.0 0.0
H 2.4702 -3.3528 -1.0960 -0.1 0.1 0.1
H 3.1436 -2.5917 -2.7954 0.0 -0.1 -0.1
H 4.9520 -1.3825 -3.9229 0.1 -0.1 -0.1
H 5.4329 0.9726 -3.3661 0.1 0.0 0.0
H 4.8597 3.0176 -2.0020 0.0 0.0 0.0
H 3.3992 4.0554 -0.2714 0.0 0.1 0.0
H 1.4965 2.7307 0.6439 0.0 0.0 -0.1
H 1.6627 -5.4550 -0.5613 0.1 -0.1 -0.1
C -4.2799 3.4873 -2.9464 0.0 0.0 0.0
C -3.2865 3.7155 -3.8853 0.0 0.0 0.0
C -2.1545 2.9146 -3.9090 0.0 0.0 0.0
C -2.0012 1.8715 -2.9915 -0.1 0.0 -0.2
C -3.0187 1.6413 -2.0693 0.1 -0.2 0.2
C -4.1477 2.4454 -2.0423 0.0 0.0 0.0
Ge -0.4325 0.7344 -3.1537 0.1 0.1 -0.2
C -0.8729 -0.7998 -4.2494 0.0 -0.1 0.0
C 0.0441 -1.8092 -4.5508 0.0 0.0 0.1
C -0.3034 -2.8634 -5.3752 -0.1 0.0 0.0
C -1.5827 -2.9258 -5.9146 0.1 0.0 0.0
C -2.5029 -1.9342 -5.6248 0.0 0.1 0.0
C -2.1534 -0.8775 -4.7933 -0.1 0.0 0.0
C 1.0638 1.7007 -3.9586 0.0 0.1 0.0
C 1.8635 1.0798 -4.9212 0.0 0.0 0.0
C 2.8682 1.7747 -5.5761 0.0 -0.1 0.0
C 3.1038 3.1052 -5.2793 0.0 0.0 0.0
C 2.3191 3.7437 -4.3328 0.0 0.0 0.0
C 1.3109 3.0495 -3.6841 0.0 -0.1 -0.1
H -5.1604 4.1104 -2.9309 -0.1 0.1 0.0
H -3.3954 4.5129 -4.6043 0.0 0.1 -0.1
H -1.3950 3.1066 -4.6548 0.1 0.0 0.0
H -2.9426 0.8272 -1.3511 0.0 0.1 -0.1
H -4.9266 2.2565 -1.3195 -0.1 0.0 0.1
H 1.0357 -1.7894 -4.1187 0.1 0.0 0.0
H 0.4152 -3.6365 -5.6018 0.1 -0.1 0.0
H -1.8559 -3.7425 -6.5643 0.0 -0.1 -0.1
H -3.4943 -1.9769 -6.0496 -0.1 0.0 0.0
H -2.8883 -0.1130 -4.5779 0.0 0.1 0.0
H 1.6882 0.0529 -5.1983 0.0 -0.1 0.0
H 3.4570 1.2776 -6.3323 0.1 -0.1 -0.1
H 3.8746 3.6505 -5.8020 0.1 0.1 0.0
H 2.4767 4.7897 -4.1174 0.0 0.1 0.0
H 0.6928 3.5885 -2.9899 -0.1 0.1 0.2
```
Positions in Å, forces in eV/Å.

Properties
<S²>: 0.75
lowest unoccupied orbital energy (alpha / beta): -5.61 / -6.53 eV
2S+1: 2
HOMO (alpha / beta): -12.192 / -12.743 eV
total charge: +2

***

no.,maximum force (eV Å⁻¹)
1,1.09
2,0.99